Record 1
One molecule with the formula C21H27N5O2S at a distorted geometry. Source: the OMol25 dataset; level of theory: ωB97M-V/def2-TZVPD.

XYZ file:
```
56
Properties=species:S:1:pos:R:3:forces:R:3
C 1.60505 3.70755 -0.19781 0.070 -0.061 -0.224
C 1.37452 3.10483 -1.57866 -0.072 -0.179 0.114
C 0.13656 2.21046 -1.65764 0.026 0.210 -0.131
C -1.18047 2.94057 -1.37369 -0.046 -0.173 -0.259
N -1.54633 2.92587 0.02774 0.235 0.353 -0.137
C -2.68094 2.35255 0.46018 0.099 0.353 0.325
O -3.50805 1.84075 -0.27046 -0.382 -0.183 -0.152
C -2.86820 2.40330 1.97151 0.162 -0.407 -0.007
S -2.64020 0.72575 2.65116 -0.250 0.138 0.190
C -1.01942 0.47275 2.06715 -0.038 0.010 0.104
N -0.09345 1.38685 1.97572 -0.657 0.146 0.601
N 0.97700 0.81686 1.40631 0.854 -0.466 -0.421
C 0.70342 -0.44209 1.15068 -0.502 0.180 0.230
C 1.61752 -1.33918 0.50582 0.145 -0.572 -0.247
C 1.38595 -2.55767 -0.08945 -0.203 0.316 0.179
N 2.54892 -3.04535 -0.60205 -0.006 -0.378 -0.184
C 3.56387 -2.15970 -0.36304 0.175 0.547 0.216
C 4.91107 -2.21848 -0.69563 0.072 -0.058 -0.043
C 5.70226 -1.15260 -0.32420 0.042 -0.141 -0.089
C 5.17054 -0.05616 0.36050 0.024 0.153 0.082
C 3.83618 0.00605 0.69596 0.140 0.056 0.004
C 3.01670 -1.05930 0.33148 0.068 -0.378 -0.186
N -0.57607 -0.72032 1.57328 0.444 0.855 0.132
C -1.34624 -1.92141 1.44740 -0.232 -0.548 -0.403
C -1.98947 -2.02442 0.04711 0.095 0.325 0.099
C -3.44013 -1.52993 -0.02086 0.071 -0.128 -0.161
C -4.06469 -2.49406 -1.02592 0.252 -0.172 0.073
C -3.31157 -3.78168 -0.70450 -0.409 -0.162 -0.148
O -1.98933 -3.38312 -0.38023 0.195 0.001 0.162
H 1.59274 2.92616 0.55768 0.024 -0.005 0.122
H 2.57343 4.20209 -0.16517 0.049 0.118 0.083
H 0.84579 4.45107 0.03665 -0.089 0.141 0.097
H 1.28779 3.90376 -2.32010 0.054 -0.018 -0.076
H 2.24256 2.49800 -1.84521 0.044 0.045 -0.074
H 0.08481 1.78268 -2.66095 -0.026 -0.044 -0.014
H 0.24995 1.38607 -0.95263 -0.046 -0.095 -0.027
H -1.10972 3.98030 -1.71170 -0.042 -0.054 -0.066
H -2.00759 2.46106 -1.90356 0.123 0.146 0.053
H -0.81985 3.15080 0.69348 -0.234 -0.095 0.105
H -2.16683 3.07058 2.46772 -0.092 0.042 -0.032
H -3.89792 2.66536 2.20965 0.050 0.044 -0.054
H 0.47520 -3.10897 -0.22102 -0.184 -0.107 -0.016
H 2.63865 -3.91726 -1.09586 -0.033 0.110 0.066
H 5.31908 -3.06652 -1.22571 0.070 -0.066 -0.051
H 6.75453 -1.16252 -0.56711 0.077 -0.016 -0.029
H 5.82725 0.75779 0.62951 0.041 0.077 0.034
H 3.41587 0.84868 1.21981 0.008 0.084 0.038
H -0.69125 -2.78159 1.60516 -0.076 0.096 0.037
H -2.11395 -1.91872 2.22562 0.124 -0.097 -0.077
H -1.35934 -1.45965 -0.65816 -0.055 -0.039 0.147
H -3.51236 -0.48758 -0.32312 -0.007 0.036 0.107
H -3.92037 -1.64370 0.95221 -0.006 0.034 0.031
H -5.13955 -2.59763 -0.90458 -0.071 0.009 -0.039
H -3.84804 -2.17531 -2.04578 -0.037 -0.010 -0.049
H -3.25223 -4.47989 -1.54150 -0.047 0.012 0.072
H -3.76367 -4.29371 0.15681 0.006 0.011 -0.105
```
Positions in Å, forces in eV/Å.

The largest force on an atom is 1.06 eV/Å. As for the SMILES: CCCCNC(=O)CSc1nnc(-c2c[nH]c3ccccc23)n1C[C@@H]1CCCO1. The energy above the lowest of the compared OMol25 structures with the same formula, charge and spin comes out at 1.0990 eV. The gap between HOMO and LUMO comes out at 0.31077 Ha. Its net charge is 0. Its total energy is -44596.912 eV.

=====

Record 2
One molecule with the formula C21H27N5O4. Source: the OMol25 dataset; level of theory: ωB97M-V/def2-TZVPD.

XYZ file:
```
57
Properties=species:S:1:pos:R:3:forces:R:3
C 3.16501 3.53373 -1.41680 0.069 0.012 0.146
C 3.01198 3.39338 0.09953 0.101 -0.062 -0.209
C 2.31548 2.11629 0.44561 -0.303 0.464 0.211
N 1.07841 2.21053 0.75109 0.276 0.878 -0.179
N 0.32656 1.12803 1.03197 0.205 -0.747 0.046
C -1.05197 1.41474 1.37360 -0.412 0.075 -0.005
C -2.01381 1.18856 0.19154 0.385 -0.065 0.451
O -2.61248 2.10194 -0.33729 -0.206 0.391 -0.120
N -2.12445 -0.10206 -0.15285 0.000 -0.480 -0.034
C -2.94066 -0.57512 -1.24697 -0.135 -0.115 -0.080
C -4.01798 -1.56744 -0.78956 0.023 0.154 -0.198
N -5.30542 -0.93430 -0.57461 -0.004 -0.103 0.035
C -5.30299 0.01733 0.52509 -0.313 0.178 -0.005
C -6.67837 0.67579 0.62301 0.362 0.120 0.056
O -7.70266 -0.27425 0.80891 -0.080 -0.026 0.159
C -7.69926 -1.20154 -0.24865 0.098 -0.360 -0.153
C -6.35325 -1.91723 -0.35781 -0.289 0.181 0.009
C 0.79954 -0.15712 1.00690 -0.442 0.299 0.127
O 0.06904 -1.11481 1.23719 0.252 -0.171 0.092
C 2.20768 -0.25572 0.69079 0.548 -0.676 -0.092
C 3.00465 -1.36416 0.61578 -0.486 0.364 0.077
C 4.30023 -0.91010 0.27768 0.022 0.315 -0.039
C 5.50448 -1.61438 0.07718 0.085 0.232 -0.041
O 5.44104 -2.96091 0.22198 -0.379 0.372 0.048
C 6.61726 -3.71015 0.03600 0.272 -0.163 -0.045
C 6.63134 -0.88404 -0.24418 0.036 -0.522 0.044
C 6.56721 0.50637 -0.36406 -0.241 0.261 0.023
C 5.40434 1.21708 -0.17513 0.280 0.270 -0.083
C 4.25250 0.50040 0.15030 0.518 -0.558 -0.059
N 2.95657 0.89407 0.40433 -0.404 -0.470 0.117
H 2.18337 3.56467 -1.88244 -0.075 0.002 -0.062
H 3.68954 4.45563 -1.65438 0.056 0.060 -0.084
H 3.71987 2.69879 -1.83861 0.055 -0.037 -0.100
H 3.97948 3.44229 0.59914 -0.012 0.054 0.047
H 2.38858 4.20590 0.47236 0.063 -0.124 0.085
H -1.10268 2.46441 1.66320 -0.003 -0.199 -0.053
H -1.34583 0.76693 2.20428 0.038 0.080 -0.046
H -1.56232 -0.78505 0.35009 -0.035 0.257 -0.010
H -3.41149 0.29199 -1.71401 0.064 -0.120 -0.034
H -2.28955 -1.06407 -1.97898 -0.087 0.075 0.000
H -4.16224 -2.31407 -1.57465 0.035 -0.026 0.062
H -3.65993 -2.09341 0.11504 -0.035 -0.037 -0.053
H -4.56474 0.79325 0.33201 0.028 0.049 0.036
H -5.06563 -0.48016 1.48344 0.023 0.024 -0.024
H -6.72171 1.34690 1.48213 0.044 0.012 -0.085
H -6.86498 1.24743 -0.29792 0.027 0.002 0.076
H -8.49890 -1.91409 -0.03770 0.046 0.022 -0.081
H -7.90713 -0.68580 -1.19840 -0.009 -0.069 0.051
H -6.37650 -2.60547 -1.20600 -0.009 -0.030 0.030
H -6.17844 -2.49914 0.56566 -0.009 -0.008 -0.056
H 2.70006 -2.37542 0.78637 -0.144 -0.187 0.050
H 6.33462 -4.74846 0.20107 0.066 0.067 -0.021
H 7.39147 -3.42653 0.75606 -0.041 0.004 -0.037
H 7.00762 -3.59813 -0.98059 -0.021 0.013 0.050
H 7.57953 -1.37006 -0.40824 0.063 -0.096 -0.005
H 7.47105 1.04013 -0.61653 0.058 0.062 -0.019
H 5.41685 2.28663 -0.28298 -0.024 0.105 -0.016
```
Positions in Å, forces in eV/Å.

The largest force on an atom is 0.94 eV/Å. As for the SMILES: CCc1nn(CC(=O)NCCN2CCOCC2)c(=O)c2cc3c(OC)cccc3n12. The energy above the lowest of the compared OMol25 structures with the same formula, charge and spin comes out at 2.8242 eV. The gap between HOMO and LUMO comes out at 0.30372 Ha. Its net charge is 0. Its total energy is -37855.656 eV.

=====

Record 3
C21H27N6Pt as an isolated structure at a distorted geometry. Source: the OMol25 dataset; level of theory: ωB97M-V/def2-TZVPD.

XYZ file:
```
55
Properties=species:S:1:pos:R:3:forces:R:3
Pt -0.45523 0.36826 0.86249 0.602 1.164 0.126
C 2.57851 -0.78013 3.78498 -0.038 0.014 0.010
C 1.93636 -1.84359 4.39242 0.009 0.005 0.000
C 0.62436 -2.13709 4.03320 0.006 0.045 0.076
C 0.00254 -1.37704 3.06903 -0.195 0.177 -0.087
N 0.66691 -0.36747 2.41901 -0.278 -0.905 -0.191
C 1.91358 -0.07801 2.79367 0.011 0.075 0.029
C -1.43662 -1.52971 2.70426 0.219 0.056 0.081
C -2.39387 -2.29754 3.34270 -0.066 -0.057 -0.055
C -3.71032 -2.22091 2.89566 0.069 0.044 -0.039
C -4.06114 -1.38093 1.84147 0.024 -0.034 0.016
C -3.06621 -0.63290 1.23775 -0.050 0.138 -0.169
N -1.81044 -0.74485 1.68646 -0.011 0.118 0.040
C -3.21798 0.38549 0.15592 0.127 -0.033 0.157
C -4.42770 0.67430 -0.43962 -0.013 0.024 0.020
C -4.51028 1.71658 -1.35459 0.017 0.018 -0.008
C -3.37250 2.45230 -1.63768 -0.012 -0.019 0.026
C -2.18125 2.09305 -1.03220 -0.003 0.027 -0.009
N -2.08228 1.07998 -0.17144 -0.370 -0.773 -0.004
H 3.58258 -0.49408 4.06409 0.003 0.005 -0.014
H 2.43863 -2.43009 5.15017 -0.008 0.001 0.006
H 0.09381 -2.94553 4.51616 0.005 0.008 0.007
H 2.38980 0.75623 2.29706 0.045 -0.055 -0.045
H -2.13467 -2.93095 4.17868 -0.024 -0.005 0.000
H -4.47523 -2.80797 3.38621 -0.001 0.000 0.003
H -5.09029 -1.30381 1.52235 -0.002 -0.036 0.007
H -5.30947 0.10420 -0.18379 -0.002 0.014 0.006
H -5.45555 1.96051 -1.82087 -0.002 -0.002 0.004
H -3.40231 3.29782 -2.31030 0.008 -0.003 -0.002
H -1.28105 2.66128 -1.22173 0.013 -0.007 -0.023
N 0.80941 1.12574 -3.55338 -0.035 0.153 -0.117
C 2.30012 1.03383 -3.27292 -0.040 -0.035 -0.037
C 2.68970 1.77969 -2.00026 0.020 0.075 0.019
C 2.37820 1.12613 -0.64237 -0.064 -0.022 0.041
N 1.05912 1.60083 -0.01519 0.080 0.023 0.067
C 2.56329 -0.39184 -0.69211 0.015 -0.052 -0.029
C 2.10652 -1.11495 -1.96221 0.060 0.059 0.088
N 0.62954 -1.13238 -2.08319 -0.035 -0.093 -0.151
C 2.67875 -0.44228 -3.20962 0.008 0.057 0.041
H 0.46454 2.08471 -3.51174 0.022 0.009 -0.013
H 0.32771 0.48526 -2.87293 0.024 -0.089 0.065
H 0.60786 0.77832 -4.49426 0.011 0.013 -0.004
H 2.77904 1.52305 -4.12028 0.059 -0.018 0.028
H 2.36424 2.82520 -2.02689 -0.048 -0.017 -0.003
H 3.77987 1.83604 -2.05526 -0.001 0.056 0.011
H 3.13016 1.53075 0.03436 0.047 -0.126 0.018
H 0.66397 2.30744 -0.62905 -0.125 -0.090 -0.044
H 1.32804 2.15597 0.79669 0.012 0.095 -0.065
H 2.11596 -0.86166 0.18386 -0.038 -0.004 0.017
H 3.63816 -0.57303 -0.60660 -0.007 -0.011 0.013
H 2.51037 -2.12808 -1.89430 -0.050 -0.023 -0.098
H 0.21049 -1.63968 -1.30996 0.016 0.125 0.107
H 0.38930 -1.68447 -2.90624 -0.016 -0.081 0.063
H 2.35523 -0.96255 -4.11561 -0.001 -0.008 0.004
H 3.76773 -0.50947 -3.20207 0.000 -0.001 0.013
```
Positions in Å, forces in eV/Å.

The largest force on an atom is 1.32 eV/Å. The energy above the lowest of the compared OMol25 structures with the same formula, charge and spin comes out at 0.3323 eV. The gap between HOMO and LUMO comes out at 0.30556 Ha. Its net charge is +3. Its total energy is -34380.184 eV.

=====

Record 4
C21H28AuN3O5PS3 as an isolated structure. Source: the OMol25 dataset; level of theory: ωB97M-V/def2-TZVPD.

XYZ file:
```
62
Properties=species:S:1:pos:R:3:forces:R:3
Au 0.56629 -0.15067 -0.05892 -0.033 0.051 0.009
O 1.95692 -4.09910 -0.00630 0.042 0.012 -0.018
C 1.63806 -2.93355 0.15070 -0.073 0.009 0.064
O 0.97721 -2.20461 -0.67640 0.069 -0.058 -0.017
C 2.02367 -2.26419 1.47060 0.020 -0.069 -0.062
C 2.69278 -2.96551 2.45849 0.012 -0.044 0.010
C 2.99651 -2.32044 3.64505 0.014 -0.057 -0.008
C 2.62078 -0.99642 3.81289 -0.018 0.050 0.001
C 1.95637 -0.35908 2.78176 -0.012 0.028 0.014
N 1.67716 -0.98956 1.64195 -0.043 0.100 0.027
H 2.95066 -3.99709 2.26696 -0.004 0.007 -0.008
H 3.51873 -2.84511 4.43504 -0.007 0.005 -0.011
H 2.83429 -0.46022 4.72695 -0.004 0.000 -0.012
H 1.62612 0.67058 2.84812 0.004 -0.006 0.002
C -3.88430 1.79482 4.16098 -0.003 0.003 0.008
C -2.47623 1.25040 4.24421 -0.001 0.015 -0.021
O -1.60212 1.83097 3.25175 0.012 -0.010 0.011
P -1.69872 1.46435 1.70780 0.068 -0.054 0.024
S 0.07811 2.05056 0.92096 -0.007 0.008 0.007
S -2.21859 -0.40673 1.39790 -0.057 -0.024 -0.004
O -2.81462 2.50547 1.23608 -0.028 0.014 -0.010
C -3.22015 2.54385 -0.14848 0.023 0.005 -0.002
C -2.77809 3.84416 -0.77771 -0.020 0.006 -0.008
H -4.46784 1.41274 5.00066 0.004 0.001 -0.006
H -4.36927 1.48561 3.23582 0.004 0.000 0.000
H -3.87986 2.88385 4.20519 -0.002 -0.005 -0.001
H -2.46215 0.16660 4.12351 0.000 -0.013 -0.003
H -2.00882 1.50581 5.19322 0.008 0.008 0.009
H -4.30567 2.44664 -0.14809 -0.010 -0.010 0.003
H -2.80271 1.68524 -0.67835 0.006 -0.004 -0.007
H -3.19173 4.69359 -0.23352 0.008 -0.005 -0.004
H -3.12866 3.88961 -1.81075 0.008 0.003 0.010
H -1.69125 3.91879 -0.77414 -0.003 -0.003 0.002
C -1.01974 -2.42527 -6.62862 -0.003 -0.004 0.010
C -2.31380 -1.77871 -6.14585 0.002 0.018 -0.005
C -2.47452 -1.84713 -4.63603 0.058 0.008 -0.033
N -1.44546 -1.01771 -3.99811 -0.056 -0.043 -0.001
C -1.22731 -0.87303 -2.70540 0.019 0.107 -0.174
S -0.44327 0.53668 -2.15486 0.011 0.007 -0.022
N -1.69800 -1.81027 -1.83438 0.007 -0.033 0.096
C -1.39847 -3.18937 -1.95009 -0.215 -0.005 0.108
O -0.93296 -3.66671 -2.95082 0.123 -0.025 -0.027
C -1.74327 -3.96806 -0.73152 0.044 -0.015 -0.014
C -2.81684 -3.61999 0.08131 -0.012 0.027 0.029
C -3.10853 -4.38509 1.20004 -0.013 0.011 -0.005
C -2.31870 -5.48298 1.51057 0.016 -0.008 -0.007
C -1.24262 -5.82398 0.70025 -0.008 0.000 0.008
C -0.95795 -5.07504 -0.42896 -0.012 -0.004 0.009
H -0.93968 -2.37567 -7.71422 0.000 0.000 0.004
H -0.97906 -3.47295 -6.32781 -0.001 0.006 -0.004
H -0.13950 -1.93726 -6.20649 -0.005 0.001 -0.008
H -3.17237 -2.28426 -6.59104 0.001 -0.004 0.000
H -2.37231 -0.73544 -6.47457 0.005 -0.003 -0.004
H -2.35686 -2.87453 -4.30404 -0.011 0.014 0.008
H -3.45515 -1.47957 -4.32508 -0.012 0.009 0.001
H -0.99806 -0.32396 -4.57988 0.008 0.006 0.005
H -1.77670 -1.46574 -0.87867 0.073 -0.010 0.024
H -3.43252 -2.76078 -0.15843 -0.003 -0.027 0.019
H -3.94766 -4.11938 1.82957 0.009 0.002 -0.002
H -2.54009 -6.07392 2.39054 0.001 0.006 -0.005
H -0.61670 -6.66945 0.95366 -0.007 0.001 -0.003
H -0.11007 -5.30732 -1.05687 0.004 -0.004 -0.005
```
Positions in Å, forces in eV/Å.

The largest force on an atom is 0.24 eV/Å. The energy above the lowest of the compared OMol25 structures with the same formula, charge and spin comes out at 0.0000 eV. The gap between HOMO and LUMO (alpha / beta) comes out at 0.27250 / 0.27608 Ha. Its net charge is 0. As for the spin multiplicity: 2. The expectation value of S² is 0.7548. Its total energy is -82430.552 eV.